The following is a DFT calculation (the ωB97M-V functional and the def2-TZVPD basis) of a single C5H13PS molecule at a distorted geometry.

For the total energy, the calculation gives -25514.400 eV. As for the energy above the lowest of the compared OMol25 structures with the same formula, charge and spin: 1.832 eV. Its spin multiplicity is 3. Its gap between HOMO and LUMO (spin up / spin down) is 4.62 / 6.78 eV. The value obtained for the LUMO energy (spin up / spin down) is 0.87 / -2.58 eV.

Element x y z (Å)
C: -1.790 0.231 -0.687
C: 0.216 -1.856 0.255
C: 2.850 -0.674 0.126
C: -0.933 1.419 -0.692
C: 0.230 1.221 0.288
P: 1.142 -0.516 -0.584
S: 0.927 -0.455 -2.602
H: -2.816 0.309 -1.005
H: -1.284 -0.384 -1.417
H: -1.874 -0.326 0.325
H: 0.867 -2.772 0.219
H: -0.107 -1.632 1.234
H: -0.632 -2.017 -0.414
H: 3.117 0.301 -0.326
H: 2.663 -0.618 1.218
H: 3.512 -1.544 -0.001
H: -1.444 2.254 -0.477
H: -0.539 1.520 -1.750
H: 0.968 2.021 0.139
H: 0.023 0.957 1.401

=====

The following is a DFT calculation (the ωB97M-V functional and the def2-TZVPD basis) of 2 unconnected molecules or ions with the total composition C5H14 at a distorted geometry.

For the total energy, the calculation gives -5410.142 eV. As for the energy above the lowest of the compared OMol25 structures with the same formula, charge and spin: 0.367 eV. Its spin multiplicity is 2. Its gap between HOMO and LUMO (spin up / spin down) is 2.64 / 11.77 eV. The net charge is -1. The value obtained for the LUMO energy (spin up / spin down) is 4.21 / 4.16 eV.

Element x y z (Å)
C: 0.556 2.557 1.102
C: 0.806 2.211 -0.357
H: 1.435 2.344 1.723
H: 0.303 3.600 1.306
H: -0.269 1.944 1.445
H: -0.092 2.231 -0.963
H: 1.210 1.188 -0.330
H: 1.643 2.751 -0.803
C: -0.830 -2.062 -0.063
C: 0.286 -1.463 0.772
C: -0.931 -1.489 -1.478
H: -1.791 -1.990 0.462
H: -0.673 -3.149 -0.176
H: 0.931 -2.106 1.399
H: 0.948 -0.882 0.137
H: 0.034 -1.364 -1.969
H: -1.383 -0.491 -1.456
H: -0.025 -0.774 1.558
H: -1.557 -2.103 -2.145

=====

The following is a DFT calculation (the ωB97M-V functional and the def2-TZVPD basis) of 2 unconnected molecules or ions with the total composition C5H14 at a distorted geometry.

For the total energy, the calculation gives -5411.383 eV. As for the energy above the lowest of the compared OMol25 structures with the same formula, charge and spin: 0.667 eV. Its gap between HOMO and LUMO is 12.43 eV. The SMILES is CCC.CC. The value obtained for the LUMO energy is 1.10 eV.

Element x y z (Å)
C: 1.534 2.523 -0.124
C: 0.479 2.135 0.960
C: 0.520 0.591 1.114
H: 1.691 3.604 -0.170
H: 2.507 2.156 0.206
H: 1.233 2.108 -1.078
H: -0.489 2.377 0.543
H: 0.726 2.667 1.873
H: -0.324 0.180 0.543
H: 0.342 0.231 2.122
H: 1.353 0.180 0.547
C: -1.974 -2.510 -0.738
C: -0.464 -2.248 -0.835
H: -2.473 -1.672 -0.266
H: -2.347 -2.506 -1.773
H: -2.185 -3.523 -0.412
H: -0.186 -1.260 -1.239
H: 0.077 -2.995 -1.407
H: -0.021 -2.039 0.133

=====

The following is a DFT calculation (the ωB97M-V functional and the def2-TZVPD basis) of 2 unconnected molecules or ions with the total composition C5H14 at a distorted geometry.

For the total energy, the calculation gives -5411.264 eV. As for the energy above the lowest of the compared OMol25 structures with the same formula, charge and spin: 0.785 eV. Its gap between HOMO and LUMO is 11.84 eV. The SMILES is CCC.CC. The value obtained for the LUMO energy is 1.09 eV.

Element x y z (Å)
C: -0.443 -2.487 -1.593
C: -1.205 -1.350 -0.995
C: -1.187 -0.028 -1.742
H: -0.490 -3.330 -0.893
H: 0.634 -2.308 -1.636
H: -0.857 -2.846 -2.534
H: -2.236 -1.646 -0.722
H: -0.969 -1.178 0.069
H: -0.391 -0.034 -2.474
H: -2.104 0.238 -2.285
H: -1.142 0.813 -1.048
C: 0.904 1.806 1.365
C: 1.733 1.771 2.611
H: -0.035 1.267 1.536
H: 0.683 2.805 0.985
H: 1.195 1.358 0.405
H: 1.655 2.695 3.170
H: 2.783 1.482 2.470
H: 1.471 0.971 3.311

=====

The following is a DFT calculation (the ωB97M-V functional and the def2-TZVPD basis) of 2 unconnected molecules or ions with the total composition C5H14 at a distorted geometry.

For the total energy, the calculation gives -5411.602 eV. As for the energy above the lowest of the compared OMol25 structures with the same formula, charge and spin: 0.447 eV. Its gap between HOMO and LUMO is 12.28 eV. The SMILES is CCC.CC. The value obtained for the LUMO energy is 1.14 eV.

Element x y z (Å)
C: -0.707 2.079 1.343
C: 0.201 1.165 2.166
C: 0.886 0.115 1.335
H: -0.173 2.685 0.619
H: -1.339 2.719 1.949
H: -1.356 1.410 0.768
H: 0.858 1.659 2.877
H: -0.442 0.677 2.917
H: 0.235 -0.595 0.843
H: 1.550 0.519 0.571
H: 1.615 -0.462 1.911
C: 0.083 -2.111 -1.885
C: -0.381 -0.757 -2.438
H: -0.728 -2.590 -1.341
H: 0.456 -2.798 -2.640
H: 0.901 -2.163 -1.147
H: -0.980 -1.065 -3.286
H: 0.442 -0.148 -2.796
H: -1.121 -0.340 -1.766

=====

The following is a DFT calculation (the ωB97M-V functional and the def2-TZVPD basis) of 2 unconnected molecules or ions with the total composition C5H14 at a distorted geometry.

For the total energy, the calculation gives -5411.488 eV. As for the energy above the lowest of the compared OMol25 structures with the same formula, charge and spin: 0.561 eV. Its gap between HOMO and LUMO is 12.42 eV. The SMILES is CCC.CC. The value obtained for the LUMO energy is 1.12 eV.

Element x y z (Å)
C: 1.641 -1.989 -0.852
C: 0.253 -1.436 -0.688
C: -0.126 -0.279 -1.655
H: 2.413 -1.462 -0.283
H: 1.679 -2.976 -0.379
H: 1.971 -2.055 -1.888
H: -0.546 -2.161 -0.810
H: 0.178 -0.905 0.266
H: -1.184 -0.020 -1.595
H: 0.450 0.645 -1.575
H: 0.050 -0.560 -2.700
C: -1.281 1.556 2.161
C: -0.448 2.015 0.952
H: -1.489 0.470 2.194
H: -0.788 1.690 3.124
H: -2.316 1.903 2.207
H: -0.889 1.469 0.132
H: 0.557 1.609 1.082
H: -0.416 3.096 0.966

=====

The following is a DFT calculation (the ωB97M-V functional and the def2-TZVPD basis) of 2 unconnected molecules or ions with the total composition C5H14 at a distorted geometry.

For the total energy, the calculation gives -5411.686 eV. As for the energy above the lowest of the compared OMol25 structures with the same formula, charge and spin: 0.363 eV. Its gap between HOMO and LUMO is 12.31 eV. The SMILES is CCC.CC. The value obtained for the LUMO energy is 1.08 eV.

Element x y z (Å)
C: -1.248 -1.885 1.811
C: -0.387 -0.636 1.528
C: 1.045 -0.834 2.036
H: -0.868 -2.748 1.261
H: -2.271 -1.727 1.473
H: -1.169 -2.078 2.874
H: -0.423 -0.309 0.490
H: -0.896 0.181 2.046
H: 1.726 -1.134 1.238
H: 1.420 0.131 2.385
H: 1.110 -1.570 2.830
C: -0.413 1.297 -2.351
C: 0.938 1.883 -2.655
H: -0.757 0.571 -3.096
H: -0.519 0.708 -1.434
H: -1.243 1.998 -2.231
H: 1.561 1.232 -3.268
H: 1.586 2.073 -1.795
H: 0.807 2.847 -3.141

=====

The following is a DFT calculation (the ωB97M-V functional and the def2-TZVPD basis) of 2 unconnected molecules or ions with the total composition C5H14 at a distorted geometry.

For the total energy, the calculation gives -5411.529 eV. As for the energy above the lowest of the compared OMol25 structures with the same formula, charge and spin: 0.521 eV. Its gap between HOMO and LUMO is 12.16 eV. The SMILES is CCC.CC. The value obtained for the LUMO energy is 1.10 eV.

Element x y z (Å)
C: 1.480 1.140 -1.212
C: 1.670 -0.378 -1.195
C: 0.458 -1.124 -1.805
H: 0.437 1.463 -1.220
H: 1.949 1.580 -2.093
H: 1.890 1.641 -0.333
H: 2.534 -0.639 -1.805
H: 1.865 -0.721 -0.178
H: -0.191 -1.417 -0.954
H: -0.297 -0.538 -2.324
H: 0.820 -2.074 -2.191
C: -1.575 -0.364 1.490
C: -1.831 0.718 2.531
H: -2.419 -0.522 0.827
H: -0.753 -0.115 0.837
H: -1.323 -1.280 2.032
H: -2.630 0.413 3.224
H: -2.271 1.618 2.087
H: -0.976 1.003 3.141

=====

The following is a DFT calculation (the ωB97M-V functional and the def2-TZVPD basis) of 2 unconnected molecules or ions with the total composition C5H14 at a distorted geometry.

For the total energy, the calculation gives -5411.328 eV. As for the energy above the lowest of the compared OMol25 structures with the same formula, charge and spin: 0.722 eV. Its gap between HOMO and LUMO is 12.12 eV. The SMILES is CCC.CC. The value obtained for the LUMO energy is 1.08 eV.

Element x y z (Å)
C: 0.968 2.431 1.146
C: 0.605 1.372 0.102
C: 1.568 0.942 -1.054
H: 1.216 2.030 2.140
H: 0.074 2.970 1.476
H: 1.701 3.210 0.860
H: 0.485 0.473 0.760
H: -0.338 1.712 -0.336
H: 1.895 -0.101 -1.019
H: 1.136 1.158 -2.032
H: 2.425 1.599 -1.020
C: -0.923 -1.804 0.265
C: -1.980 -2.608 -0.502
H: -1.433 -0.957 0.740
H: -0.426 -2.366 1.053
H: -0.203 -1.501 -0.503
H: -2.823 -2.887 0.179
H: -2.380 -2.124 -1.406
H: -1.568 -3.550 -0.848

=====

The following is a DFT calculation (the ωB97M-V functional and the def2-TZVPD basis) of 2 unconnected molecules or ions with the total composition C5H14 at a distorted geometry.

For the total energy, the calculation gives -5409.848 eV. As for the energy above the lowest of the compared OMol25 structures with the same formula, charge and spin: 2.202 eV. Its gap between HOMO and LUMO is 11.78 eV. The SMILES is CCC.CC. The value obtained for the LUMO energy is 1.06 eV.

Element x y z (Å)
C: -1.517 0.983 -1.998
C: -2.169 -0.198 -1.152
C: -0.955 -0.805 -0.363
H: -1.851 1.880 -1.571
H: -0.522 0.838 -2.028
H: -1.780 1.052 -3.003
H: -3.015 0.238 -0.633
H: -2.573 -0.769 -2.011
H: -0.275 -1.343 -0.805
H: -0.614 0.127 0.172
H: -1.357 -1.456 0.469
C: 1.375 0.144 1.445
C: 2.855 -0.271 1.800
H: 1.170 0.110 0.394
H: 0.785 -0.654 1.973
H: 1.065 1.103 1.897
H: 2.653 -0.962 2.601
H: 3.488 0.722 1.966
H: 3.237 -0.739 0.847

=====

The following is a DFT calculation (the ωB97M-V functional and the def2-TZVPD basis) of 2 unconnected molecules or ions with the total composition C5H14 at a distorted geometry.

For the total energy, the calculation gives -5411.636 eV. As for the energy above the lowest of the compared OMol25 structures with the same formula, charge and spin: 0.413 eV. Its gap between HOMO and LUMO is 12.41 eV. The SMILES is CCC.CC. The value obtained for the LUMO energy is 1.08 eV.

Element x y z (Å)
C: -2.419 1.346 0.833
C: -1.072 1.186 0.142
C: -1.240 1.232 -1.387
H: -3.049 0.513 0.510
H: -2.970 2.215 0.471
H: -2.412 1.430 1.917
H: -0.375 1.977 0.426
H: -0.633 0.243 0.450
H: -0.716 2.074 -1.845
H: -0.872 0.326 -1.875
H: -2.287 1.334 -1.679
C: 1.722 -1.248 0.361
C: 2.763 -2.307 0.054
H: 1.422 -1.210 1.419
H: 2.119 -0.240 0.396
H: 0.799 -1.270 -0.206
H: 3.001 -2.351 -1.009
H: 2.525 -3.274 0.491
H: 3.694 -1.978 0.529

=====

The following is a DFT calculation (the ωB97M-V functional and the def2-TZVPD basis) of 2 unconnected molecules or ions with the total composition C5H14.

For the total energy, the calculation gives -5411.849 eV. As for the energy above the lowest of the compared OMol25 structures with the same formula, charge and spin: 0.201 eV. Its gap between HOMO and LUMO is 12.41 eV. The SMILES is CCC.CC. The value obtained for the LUMO energy is 1.08 eV.

Element x y z (Å)
C: -1.189 0.512 -2.137
C: -0.359 -0.691 -1.684
C: -1.216 -1.791 -1.048
H: -2.257 0.300 -2.072
H: -0.992 0.826 -3.162
H: -1.008 1.374 -1.492
H: 0.210 -1.147 -2.496
H: 0.369 -0.384 -0.936
H: -1.560 -1.471 -0.059
H: -2.108 -2.025 -1.630
H: -0.655 -2.711 -0.881
C: 1.698 0.910 1.539
C: 0.998 0.928 2.884
H: 1.029 0.545 0.761
H: 2.111 1.866 1.218
H: 2.556 0.231 1.516
H: 0.025 1.417 2.825
H: 0.758 -0.092 3.191
H: 1.588 1.405 3.663

=====

Number 1: molar mass 136.20 g mol⁻¹. Number 2: molar mass 74.17 g mol⁻¹. Number 3: molar mass 74.17 g mol⁻¹. Number 4: molar mass 74.17 g mol⁻¹. Number 5: molar mass 74.17 g mol⁻¹. Number 6: molar mass 74.17 g mol⁻¹. Number 7: molar mass 74.17 g mol⁻¹. Number 8: molar mass 74.17 g mol⁻¹. Number 9: molar mass 74.17 g mol⁻¹. Number 10: molar mass 74.17 g mol⁻¹. Number 11: molar mass 74.17 g mol⁻¹. Number 12: molar mass 74.17 g mol⁻¹.